No. 1
Density functional theory data (ωB97M-V/def2-TZVPD) for 6 unconnected molecules or ions with the total composition C19H37N3O17 at a distorted geometry.

As for the frontier orbital gap: 6.44 eV. For the LUMO energy, the calculation gives -1.650 eV. Its multiplicity is 1. The calculation puts the HOMO energy at -8.088 eV.

Positions of all 76 atoms, in Å:
1 O 9.099 3.648 1.438
2 O -2.757 -0.391 -2.374
3 O -3.630 4.150 -0.389
4 O -2.083 3.220 0.995
5 O 1.288 0.928 -1.174
6 O 2.387 -3.047 5.095
7 O -2.926 -0.449 -6.452
8 O -3.767 -0.406 -8.459
9 O -2.421 5.466 0.853
10 O 7.330 3.909 0.197
11 O 7.297 2.310 1.816
12 O 1.286 -0.661 0.454
13 O -2.627 -2.572 -3.211
14 O 3.073 0.691 0.051
15 O -5.041 -1.229 -6.759
16 O 0.147 -3.437 4.994
17 O 1.322 -3.480 6.943
18 N -2.826 -3.883 0.999
19 N -2.302 -2.400 -0.874
20 N -4.397 -3.689 -1.038
21 C -0.045 0.532 -1.497
22 C 2.384 -2.863 3.681
23 C -3.919 -1.965 2.209
24 C -2.558 -1.766 -2.205
25 C 5.999 3.536 -0.154
26 C 1.828 0.230 -0.162
27 C -4.847 -0.666 -9.352
28 C -3.161 -3.281 -0.331
29 C -2.653 4.180 0.533
30 C -3.046 -0.759 -5.057
31 C -2.730 -2.815 2.029
32 C -1.399 5.651 1.831
33 C 0.111 -3.787 7.631
34 C 7.852 3.198 1.212
35 C 9.779 2.979 2.498
36 C 1.180 -3.332 5.614
37 C -4.015 -0.744 -7.178
38 C -3.983 2.838 -0.825
39 C 3.758 0.026 1.110
40 H -3.130 2.345 -1.297
41 H -1.298 6.722 2.010
42 H -1.447 -2.124 -0.364
43 H 5.319 3.696 0.687
44 H -0.708 0.691 -0.644
45 H -4.793 -2.264 2.893
46 H -1.801 -2.625 2.681
47 H 3.406 -2.639 3.369
48 H -4.158 -4.312 -1.837
49 H -2.113 -0.480 -4.571
50 H -3.203 -1.824 -4.913
51 H 2.063 -3.776 3.174
52 H 9.895 1.916 2.271
53 H -4.778 2.933 -1.566
54 H 3.876 -1.037 0.884
55 H 5.679 4.171 -0.981
56 H -1.930 -4.403 0.946
57 H -3.983 -0.987 1.611
58 H -0.617 -2.982 7.510
59 H 3.230 0.164 2.056
60 H -0.067 -0.513 -1.814
61 H -5.730 -0.087 -9.069
62 H 5.965 2.495 -0.485
63 H 9.250 3.117 3.444
64 H 0.345 -3.884 8.692
65 H -1.673 5.167 2.771
66 H -5.077 -1.734 -9.378
67 H -0.393 1.150 -2.324
68 H -0.442 5.270 1.464
69 H 10.772 3.422 2.590
70 H -4.886 -2.873 -1.438
71 H 1.747 -2.020 3.403
72 H -3.856 -0.183 -4.604
73 H -0.301 -4.737 7.281
74 H 4.751 0.470 1.201
75 H -4.537 -0.356 -10.351
76 H -4.360 2.243 0.010


No. 2
Density functional theory data (ωB97M-V/def2-TZVPD) for a molecular structure, C19H38BClGaO5 at a distorted geometry.

As for the frontier orbital gap: 7.41 eV. For the LUMO energy, the calculation gives 2.761 eV. The total charge is -1. Its multiplicity is 1. The calculation puts the HOMO energy at -4.648 eV.

Positions of all 65 atoms, in Å:
1 Ga 0.860 2.332 -1.823
2 Cl -1.174 3.091 -2.580
3 O -0.951 0.111 5.375
4 O 3.317 2.979 -3.666
5 O 2.416 4.921 -2.444
6 O -1.759 -1.719 -4.406
7 O 0.281 1.433 0.989
8 C 1.384 -2.524 -0.221
9 C 0.355 -2.635 -3.547
10 C 0.592 0.152 0.578
11 C -2.663 -0.155 -0.954
12 C -0.466 -0.814 0.323
13 C 2.018 -0.219 0.450
14 C -1.124 -1.790 -6.780
15 C 0.983 2.474 0.232
16 C -1.069 -2.891 -4.011
17 C -0.064 -0.072 6.462
18 C -0.249 2.398 4.803
19 C -0.055 -2.165 -0.095
20 C 3.968 -1.877 -0.018
21 C -2.408 0.437 1.597
22 C -0.648 0.345 7.802
23 C -1.202 -0.994 -5.488
24 C 2.451 -1.548 0.055
25 C -1.993 -0.553 0.438
26 C -1.382 1.441 5.130
27 B 2.357 3.525 -2.733
28 H -3.290 0.082 2.190
29 H 0.426 2.530 5.652
30 H -1.978 1.809 5.973
31 H -1.851 -0.130 -5.643
32 H -1.090 -3.637 -4.815
33 H -3.765 0.008 -0.779
34 H 2.048 2.545 0.582
35 H -1.600 -0.159 7.979
36 H -2.175 0.731 -1.428
37 H 0.980 -2.268 -4.365
38 H 0.800 -3.557 -3.168
39 H -1.538 0.468 2.314
40 H 0.884 0.442 6.271
41 H -2.568 1.484 1.212
42 H -0.773 -1.155 -7.596
43 H -0.220 -0.595 -5.212
44 H 0.345 2.018 3.968
45 H 1.089 0.804 -2.227
46 H 0.164 -1.139 6.495
47 H 1.696 -3.552 -0.510
48 H 3.072 3.280 -4.561
49 H -2.580 -1.043 -1.647
50 H -1.638 -3.316 -3.180
51 H -0.645 3.379 4.535
52 H -0.847 -2.923 -0.324
53 H 2.805 0.540 0.667
54 H 0.485 3.446 0.523
55 H 4.164 -2.985 -0.034
56 H 2.425 5.434 -3.274
57 H 4.473 -1.494 0.914
58 H -2.463 -1.548 0.699
59 H 0.041 0.095 8.612
60 H -2.056 1.393 4.273
61 H 4.407 -1.377 -0.916
62 H -0.836 1.420 7.843
63 H -2.106 -2.192 -7.044
64 H -0.436 -2.634 -6.694
65 H 0.378 -1.887 -2.754